DFT (ωB97M-V with the def2-TZVPD basis set) results for C10H42B2HgNO5 as an isolated structure in a non-equilibrium geometry.

Output
relative energy (zero: lowest compared OMol25 entry of this formula, charge and spin) = 12.196 eV
LUMO = -7.223 eV
net charge = +1

CARTESIAN COORDINATES (ANGSTROEM)
Hg  4.55350  2.79032  0.79347
O  4.72270  -2.19983  -2.81332
H  4.69041  -1.65516  -3.60319
H  5.58357  -2.15554  -2.39076
H  4.11116  -1.76488  -2.21463
N  1.06620  1.65380  -4.14842
H  0.24684  1.29287  -4.61584
H  1.13060  1.28563  -3.21012
H  1.01051  2.66131  -4.10465
H  1.89935  1.43133  -4.67422
B  6.53819  3.14038  -2.10329
H  5.91684  2.31873  -2.42431
H  5.92708  3.95496  -1.74659
H  7.10986  2.81736  -1.24709
H  7.13003  3.58609  -2.88770
B  2.49132  5.38713  -0.25753
H  1.69019  6.09669  -0.39522
H  2.12195  4.62537  0.41143
H  2.57868  4.90459  -1.21866
H  3.41755  5.80008  0.11100
C  0.82983  -0.12001  0.09633
O  2.14235  0.21184  -0.38121
H  0.33892  -0.78142  -0.61757
H  0.88327  -0.64299  1.05118
H  0.21537  0.77738  0.16864
C  -3.67092  2.17889  3.00326
C  -2.84347  2.15068  4.28441
C  -2.84520  0.79005  4.88828
O  -1.53925  2.51527  3.85485
H  -3.18539  1.52572  2.27819
H  -3.66690  3.17199  2.55401
H  -4.67559  1.83344  3.24700
H  -3.08491  2.84179  5.09198
H  -3.92475  0.72747  5.02526
H  -2.26256  0.72866  5.80744
H  -2.61307  0.07743  4.09683
H  -1.53229  3.44629  3.62087
C  -5.30828  -0.06328  -5.17019
C  -3.97700  -0.53293  -4.61680
C  -3.97640  -2.05304  -4.35669
O  -2.94023  -0.30403  -5.52727
H  -5.67389  -0.72639  -5.95424
H  -5.21086  0.87941  -5.70864
H  -6.15828  -0.05847  -4.48785
H  -3.64039  0.05932  -3.76591
H  -3.95399  -2.65988  -5.26187
H  -4.72040  -2.45605  -3.66956
H  -2.99781  -2.31290  -3.95303
H  -3.04873  -0.79355  -6.34594
C  0.25410  -4.71720  5.74049
C  0.68265  -4.24847  4.35583
C  1.53707  -5.34004  3.69563
O  -0.38396  -4.12647  3.51586
H  -0.29320  -5.64574  5.57814
H  -0.32329  -3.89207  6.15747
H  1.09343  -5.07826  6.33484
H  1.19099  -3.28502  4.39407
H  1.19359  -6.36402  3.84251
H  2.46146  -5.15873  4.24402
H  1.81982  -5.14513  2.66114
H  -0.12842  -3.38074  2.96796

Forces on the atoms, in the same order (eV/Å):
-0.8 0.9 -1.6
-0.5 -0.4 -0.1
0.5 0.3 -1.1
1.3 -0.1 0.3
-1.2 0.3 1.3
0.1 0.2 -0.2
-0.5 -0.2 -0.3
0.1 -0.2 0.8
-0.1 0.7 0.2
0.4 -0.2 -0.2
-0.3 -2.0 1.2
-2.5 -3.4 -1.6
-3.1 4.1 1.2
2.9 -1.5 3.0
2.3 2.1 -2.9
2.6 -0.4 -1.0
-3.6 2.8 0.4
-2.4 -3.5 3.6
0.8 -1.9 -3.9
3.4 1.9 1.1
2.0 0.8 -0.3
-0.7 -0.3 -0.2
-0.2 -0.3 -0.3
-0.2 0.0 0.2
-0.2 0.1 0.2
-0.4 0.2 0.8
1.2 0.9 -0.9
-0.8 0.2 -0.7
1.3 -0.2 0.3
-0.1 -0.2 0.1
-0.3 0.1 0.1
-0.2 0.1 -0.5
-0.8 0.3 -0.3
0.0 -0.9 0.9
-0.1 -0.3 -0.2
0.4 -0.3 0.4
0.0 0.1 0.0
-0.5 0.0 -0.8
-0.9 -1.4 -0.2
0.9 -0.1 0.8
1.5 0.9 -0.9
0.3 -0.5 -0.1
0.0 0.3 0.5
0.4 0.3 0.4
-0.4 -0.2 0.4
-0.7 0.4 -0.4
-0.2 0.3 -0.1
0.1 0.1 0.5
-0.3 -0.1 0.0
0.1 0.0 -0.9
1.5 -2.2 0.2
1.9 1.1 1.2
-2.7 1.5 -1.1
-0.7 0.3 0.1
-0.1 -0.5 0.6
0.2 0.7 0.2
0.5 0.0 0.3
-0.2 0.2 0.0
0.7 -0.9 0.0
-0.5 0.0 -0.1
-0.7 -0.1 -0.4

Löwdin charges in e: number 1, Hg, carries 1.01; number 2, O, carries 0.40; number 3, H, carries 0.19; number 4, H, carries 0.20; number 5, H, carries 0.18; number 6, N, carries 0.36; number 7, H, carries 0.15; number 8, H, carries 0.14; number 9, H, carries 0.16; number 10, H, carries 0.15; number 11, B, carries -0.40; number 12, H, carries -0.12; number 13, H, carries -0.07; number 14, H, carries -0.11; number 15, H, carries -0.04; number 16, B, carries -0.39; number 17, H, carries -0.03; number 18, H, carries -0.08; number 19, H, carries -0.10; number 20, H, carries -0.09; number 21, C, carries -0.28; number 22, O, carries -0.40; number 23, H, carries 0.05; number 24, H, carries 0.05; number 25, H, carries 0.06; number 26, C, carries -0.06; number 27, C, carries -0.53; number 28, C, carries -0.06; number 29, O, carries -0.07; number 30, H, carries 0.08; number 31, H, carries 0.08; number 32, H, carries 0.08; number 33, H, carries 0.14; number 34, H, carries 0.08; number 35, H, carries 0.09; number 36, H, carries 0.08; number 37, H, carries 0.08; number 38, C, carries -0.06; number 39, C, carries -0.50; number 40, C, carries -0.06; number 41, O, carries -0.08; number 42, H, carries 0.08; number 43, H, carries 0.08; number 44, H, carries 0.09; number 45, H, carries 0.13; number 46, H, carries 0.08; number 47, H, carries 0.08; number 48, H, carries 0.07; number 49, H, carries 0.09; number 50, C, carries -0.04; number 51, C, carries -0.55; number 52, C, carries -0.06; number 53, O, carries -0.04; number 54, H, carries 0.08; number 55, H, carries 0.08; number 56, H, carries 0.08; number 57, H, carries 0.14; number 58, H, carries 0.08; number 59, H, carries 0.07; number 60, H, carries 0.07; number 61, H, carries 0.09

DFT (ωB97M-V with the def2-TZVPD basis set) results for a 14-piece molecular cluster, C10H48O14 overall in a non-equilibrium geometry.

Output
relative energy (zero: lowest compared OMol25 entry of this formula, charge and spin) = 4.411 eV
LUMO = -0.173 eV

CARTESIAN COORDINATES (ANGSTROEM)
C  -0.35948  -0.24788  0.23549
O  0.39319  0.97100  0.17185
H  -0.04675  -0.95535  -0.53248
H  -0.26822  -0.67160  1.23561
H  -1.38775  -0.10629  -0.09724
H  1.29264  0.72882  0.40412
C  2.94370  -3.02605  -0.28088
O  3.51831  -3.42154  0.95162
H  2.83860  -3.85361  -0.98245
H  1.96236  -2.55702  -0.20961
H  3.53624  -2.18027  -0.62968
H  2.92264  -3.80843  1.59745
C  -4.37649  -0.66623  1.37493
O  -3.82817  -0.61350  0.04672
H  -3.87169  -0.05467  2.12276
H  -5.37760  -0.23533  1.38927
H  -4.57435  -1.67937  1.72492
H  -3.98155  0.24369  -0.35739
C  3.64009  0.45168  2.96035
O  2.74541  0.05868  1.89060
H  3.13993  0.68791  3.89958
H  4.43152  -0.28393  3.10394
H  4.28138  1.31426  2.77922
H  3.21363  0.20525  1.06544
C  1.48072  1.52118  -3.11095
O  1.96340  0.49121  -3.89613
H  0.89583  2.16023  -3.77248
H  0.81720  1.10781  -2.35137
H  2.30000  2.08378  -2.66335
H  2.55865  0.95731  -4.48775
C  -0.68072  0.61870  3.93675
O  -0.77670  -0.80619  4.12513
H  -0.00591  0.74707  3.09044
H  -1.63660  1.12487  3.80195
H  -0.13745  1.08464  4.75886
H  0.06875  -1.24732  4.23564
C  2.44110  3.87449  0.72240
O  1.31667  4.74239  0.89127
H  2.50938  3.59147  -0.32800
H  3.33710  4.43838  0.98185
H  2.38386  2.93683  1.27522
H  0.60768  4.32916  1.38944
C  -0.18366  -2.14193  -3.86300
O  -0.15781  -1.01917  -4.66716
H  0.46428  -2.95324  -4.19473
H  0.00955  -1.79083  -2.84934
H  -1.21377  -2.49633  -3.82588
H  0.52816  -0.50405  -4.23624
C  -2.49185  -3.45949  -0.51301
O  -1.60135  -4.02125  0.45758
H  -3.46449  -3.09662  -0.18077
H  -1.92152  -2.69740  -1.04408
H  -2.61258  -4.12584  -1.36712
H  -0.85703  -4.43385  0.01334
C  -2.82540  0.63012  -2.80183
O  -3.14689  1.44737  -1.74994
H  -3.60906  -0.11164  -2.95607
H  -2.73264  1.16123  -3.74915
H  -1.87891  0.14650  -2.56024
H  -2.34723  1.90239  -1.47590
O  -1.50255  3.27970  -0.77467
H  -1.97482  4.06916  -0.51023
H  -0.73005  3.26161  -0.20973
O  3.39586  0.51375  -0.77810
H  4.18299  1.04974  -0.87490
H  3.40178  -0.06166  -1.54302
O  -0.69464  3.25235  2.03616
H  -1.60804  3.14203  2.30027
H  -0.45100  2.40817  1.65639
O  -2.35357  -2.64443  2.80168
H  -2.02644  -2.87296  1.93163
H  -1.82758  -1.88933  3.06513

Forces on the atoms, in the same order (eV/Å):
-0.1 0.0 -0.6
-0.7 0.0 -0.1
0.7 -0.3 0.1
-0.3 -0.2 -0.1
-0.2 0.6 0.7
0.3 0.2 0.2
-0.5 0.5 0.5
0.5 0.1 0.0
0.4 0.1 -0.2
-0.4 -0.2 0.5
0.5 -0.5 -0.4
-0.4 0.1 -0.4
-1.3 0.7 -0.5
0.0 -0.9 1.1
0.7 -0.4 0.0
-0.3 0.2 -0.3
0.9 0.0 -0.2
0.1 0.4 -0.1
0.7 -0.2 -0.4
0.4 0.7 1.4
-0.4 -0.4 -0.3
-0.4 -0.7 0.3
-0.5 0.6 -0.7
0.2 -0.2 -0.4
-1.2 1.2 0.6
1.4 -1.0 -0.5
-0.2 0.5 0.4
0.2 0.2 0.1
-0.2 0.1 0.3
0.1 -0.7 -0.6
1.9 -0.8 0.0
-1.2 0.5 0.2
-0.3 0.5 -0.4
-0.1 -0.7 0.0
-0.3 0.1 0.3
0.2 0.5 0.0
-0.6 0.4 -0.3
0.6 0.0 -0.3
0.1 0.0 -0.2
0.1 -0.2 0.1
-0.1 0.1 0.4
0.0 -0.2 0.2
-1.3 -0.4 0.8
0.2 0.6 -0.6
0.2 0.0 0.1
0.4 -0.7 0.4
-0.1 -0.4 -0.1
0.3 0.7 -0.8
1.4 -0.1 -1.9
-0.8 0.0 0.5
0.5 -0.1 0.6
-0.4 1.0 0.4
-0.6 -0.7 0.3
-0.1 0.1 -0.1
0.4 -0.9 -1.0
-1.1 0.7 1.0
0.1 -0.2 0.2
0.2 0.2 -0.1
0.1 -0.5 -0.5
0.0 0.6 0.3
0.1 0.0 -0.3
-0.2 0.2 0.0
0.3 0.0 0.1
0.0 0.1 0.2
0.3 0.3 0.0
-0.2 -0.3 -0.3
0.0 0.3 0.3
-0.3 0.1 0.1
0.3 -0.7 -0.3
-0.4 -0.2 0.1
0.2 -0.4 -0.3
0.2 0.4 0.4

Löwdin charges in e: number 1, C, carries -0.10; number 2, O, carries -0.14; number 3, H, carries 0.06; number 4, H, carries 0.08; number 5, H, carries 0.07; number 6, H, carries 0.02; number 7, C, carries -0.16; number 8, O, carries -0.11; number 9, H, carries 0.08; number 10, H, carries 0.06; number 11, H, carries 0.06; number 12, H, carries 0.08; number 13, C, carries -0.15; number 14, O, carries -0.14; number 15, H, carries 0.07; number 16, H, carries 0.07; number 17, H, carries 0.07; number 18, H, carries 0.04; number 19, C, carries -0.13; number 20, O, carries -0.14; number 21, H, carries 0.08; number 22, H, carries 0.07; number 23, H, carries 0.07; number 24, H, carries 0.01; number 25, C, carries -0.16; number 26, O, carries -0.12; number 27, H, carries 0.10; number 28, H, carries 0.07; number 29, H, carries 0.07; number 30, H, carries 0.10; number 31, C, carries -0.11; number 32, O, carries -0.13; number 33, H, carries 0.05; number 34, H, carries 0.08; number 35, H, carries 0.08; number 36, H, carries 0.09; number 37, C, carries -0.14; number 38, O, carries -0.12; number 39, H, carries 0.06; number 40, H, carries 0.08; number 41, H, carries 0.06; number 42, H, carries 0.01; number 43, C, carries -0.19; number 44, O, carries -0.12; number 45, H, carries 0.08; number 46, H, carries 0.06; number 47, H, carries 0.08; number 48, H, carries 0.01; number 49, C, carries -0.13; number 50, O, carries -0.13; number 51, H, carries 0.08; number 52, H, carries 0.06; number 53, H, carries 0.08; number 54, H, carries 0.08; number 55, C, carries -0.17; number 56, O, carries -0.13; number 57, H, carries 0.09; number 58, H, carries 0.08; number 59, H, carries 0.07; number 60, H, carries 0.02; number 61, O, carries -0.03; number 62, H, carries 0.07; number 63, H, carries 0.01; number 64, O, carries -0.03; number 65, H, carries 0.07; number 66, H, carries 0.05; number 67, O, carries -0.03; number 68, H, carries 0.07; number 69, H, carries 0.01; number 70, O, carries -0.06; number 71, H, carries -0.02; number 72, H, carries -0.02

DFT (ωB97M-V with the def2-TZVPD basis set) results for one molecule with the formula C10H4N4 in a non-equilibrium geometry.

Output
SMILES = C=C(C#N)/C=C\C(C#N)=C(C#N)C#N
LUMO = -2.203 eV

CARTESIAN COORDINATES (ANGSTROEM)
C  2.68140  -1.17692  0.28640
C  -1.85653  1.83662  -0.22062
C  -2.88876  -0.73675  0.52159
C  -0.97803  -1.75778  -0.50439
C  1.31446  0.44311  -0.91848
C  0.08894  0.82501  -1.27460
C  1.37395  0.35534  1.56814
C  1.72812  -0.12395  0.37148
C  -1.15555  0.64445  -0.52199
C  -1.67175  -0.56793  -0.18062
N  3.46506  -2.00809  0.21902
N  -2.36524  2.83165  0.03075
N  -3.86193  -0.91151  1.09758
N  -0.39849  -2.70519  -0.78034
H  2.12706  0.58636  -1.62021
H  -0.04896  1.35240  -2.21376
H  1.75171  -0.07499  2.47967
H  0.69452  1.18817  1.66038

Forces on the atoms, in the same order (eV/Å):
0.2 -0.2 0.1
-0.3 0.2 0.2
-0.2 0.2 0.1
0.3 -0.2 -0.2
-0.3 0.2 -0.1
0.4 0.0 -0.3
-0.1 -0.1 -0.3
-0.4 0.4 0.5
-0.1 -1.1 0.2
0.6 1.1 -0.2
0.4 -0.4 -0.1
-0.2 0.4 0.1
-0.4 0.0 0.2
0.2 -0.5 -0.1
-0.1 0.1 -0.1
0.1 0.0 0.0
0.1 -0.1 0.1
0.0 0.1 -0.1

Löwdin charges in e: number 1, C, carries -0.20; number 2, C, carries -0.16; number 3, C, carries -0.16; number 4, C, carries -0.17; number 5, C, carries -0.03; number 6, C, carries -0.03; number 7, C, carries 0.13; number 8, C, carries -0.31; number 9, C, carries -0.17; number 10, C, carries -0.17; number 11, N, carries 0.19; number 12, N, carries 0.22; number 13, N, carries 0.21; number 14, N, carries 0.23; number 15, H, carries 0.13; number 16, H, carries 0.13; number 17, H, carries 0.09; number 18, H, carries 0.08